# 1
# C24H29BrN6O4

A cluster of 2 separate species, C24H29BrN6O4 in total at a distorted geometry (ωB97M-V with the def2-TZVPD basis set, the OMol25 dataset).

The geometry in ORCA input format:
```
! wB97M-V def2-TZVPD RIJCOSX def2/J DEFGRID3
* xyz 0 1
O -0.845 2.656 -2.536
O 4.201 0.807 1.626
O -0.239 3.709 1.949
O -1.011 -2.387 2.433
Br 0.487 -3.295 4.960
C -0.408 2.786 -1.400
C 3.390 0.661 2.524
C -0.647 2.558 1.854
C 0.164 -1.469 -1.519
C -0.152 -1.835 -0.231
C -2.958 0.151 -5.203
C -3.695 -0.522 -2.919
C -1.334 -0.647 -3.485
C -3.417 -0.977 -1.626
C 2.477 -3.031 2.927
C 2.117 -2.359 0.638
C 0.235 -2.531 2.159
C 1.111 -2.921 3.185
C -2.661 -0.348 -3.867
C 0.734 -2.250 0.864
C -1.071 -1.107 -2.196
C -2.102 -1.265 -1.283
C 2.988 -2.745 1.660
N 3.813 0.244 3.696
N -4.091 0.844 -5.473
N -1.525 -1.714 -0.112
N -1.611 2.154 2.690
N -0.436 1.742 -0.568
N -2.179 -0.025 -6.202
C 0.158 4.129 -0.992
C 4.471 -2.842 1.415
C -2.220 0.826 2.793
C 1.902 0.960 2.373
C 1.503 1.437 0.966
C -0.026 1.568 0.839
H 1.158 -1.439 -1.949
H -4.731 -0.321 -3.175
H -0.496 -0.500 -4.158
H -4.212 -1.113 -0.899
H 3.147 -3.334 3.725
H 2.536 -2.136 -0.338
H 4.791 0.032 3.755
H 3.161 0.070 4.438
H -4.593 1.137 -4.638
H -4.037 1.514 -6.230
H -2.012 -1.946 0.759
H -1.933 2.866 3.327
H -0.798 0.909 -1.009
H -1.351 -0.600 -6.071
H -2.464 0.213 -7.144
H 1.089 3.999 -0.449
H -0.565 4.649 -0.369
H 0.348 4.717 -1.887
H 4.836 -3.836 1.692
H 4.708 -2.667 0.362
H 5.000 -2.096 2.015
H -3.061 0.853 3.488
H -2.584 0.495 1.818
H -1.490 0.103 3.165
H 1.638 1.725 3.102
H 1.349 0.056 2.620
H 1.857 0.710 0.234
H 1.985 2.393 0.768
H -0.398 0.583 1.108
*
```

Results
- HOMO energy: -0.2298 Ha
- Kohn-Sham gap: 0.191 Eh
- LUMO: -1.05 eV

These are the Mulliken partial charges, in e, on atoms 1 to 4: -0.693, -0.707, -0.693, -0.992

=====

# 2
# C3H14O4

A cluster of 4 separate species, C3H14O4 in total at a distorted geometry (ωB97M-V with the def2-TZVPD basis set, the OMol25 dataset).

The geometry in ORCA input format:
```
! wB97M-V def2-TZVPD RIJCOSX def2/J DEFGRID3
* xyz 0 1
C -0.659 -0.057 1.454
C -0.319 1.357 1.037
C 1.128 1.700 0.710
O -1.150 1.837 -0.015
H -1.565 -0.191 2.035
H -0.655 -0.692 0.553
H 0.156 -0.587 1.963
H -0.462 1.929 1.975
H 1.612 1.031 -0.010
H 1.230 2.713 0.346
H 1.680 1.547 1.639
H -2.013 1.898 0.359
O -0.469 -4.234 0.280
H -1.053 -4.554 -0.397
H -0.525 -4.897 0.980
O 0.554 2.027 -2.488
H -0.194 2.365 -2.000
H 1.168 1.724 -1.834
O 0.629 -1.288 -2.153
H 1.154 -2.049 -1.974
H -0.246 -1.577 -2.459
*
```

Results
- Structure (SMILES): CC(C)O.O.O.O
- HOMO energy: -0.3766 Ha
- Kohn-Sham gap: 0.396 Eh
- LUMO: 0.52 eV

These are the Mulliken partial charges, in e, on atoms 1 to 4: -1.362, 0.924, -1.541, -0.510

=====

# 3
# CH3NS3

The molecule CH3NS3 at a distorted geometry (ωB97M-V with the def2-TZVPD basis set, the OMol25 dataset).

The geometry in ORCA input format:
```
! wB97M-V def2-TZVPD RIJCOSX def2/J DEFGRID3
* xyz 0 1
S -0.475 1.799 -0.007
C -0.596 0.216 -0.193
S -2.018 -0.713 -0.236
N 0.724 -0.666 -0.152
S 2.253 -0.050 -0.026
H -2.661 0.309 -0.860
H 0.562 -1.492 0.341
H 2.212 0.598 1.134
*
```

Results
- Structure (SMILES): S=C(S)NS
- HOMO energy: -0.3290 Ha
- Kohn-Sham gap: 0.321 Eh
- LUMO: -0.23 eV

These are the Mulliken partial charges, in e, on atoms 1 to 4: -0.260, 0.412, -0.202, -0.377

=====

Repeat the first record exactly.
# C24H29BrN6O4

A cluster of 2 separate species, C24H29BrN6O4 in total at a distorted geometry (ωB97M-V with the def2-TZVPD basis set, the OMol25 dataset).

The geometry in ORCA input format:
```
! wB97M-V def2-TZVPD RIJCOSX def2/J DEFGRID3
* xyz 0 1
O -0.845 2.656 -2.536
O 4.201 0.807 1.626
O -0.239 3.709 1.949
O -1.011 -2.387 2.433
Br 0.487 -3.295 4.960
C -0.408 2.786 -1.400
C 3.390 0.661 2.524
C -0.647 2.558 1.854
C 0.164 -1.469 -1.519
C -0.152 -1.835 -0.231
C -2.958 0.151 -5.203
C -3.695 -0.522 -2.919
C -1.334 -0.647 -3.485
C -3.417 -0.977 -1.626
C 2.477 -3.031 2.927
C 2.117 -2.359 0.638
C 0.235 -2.531 2.159
C 1.111 -2.921 3.185
C -2.661 -0.348 -3.867
C 0.734 -2.250 0.864
C -1.071 -1.107 -2.196
C -2.102 -1.265 -1.283
C 2.988 -2.745 1.660
N 3.813 0.244 3.696
N -4.091 0.844 -5.473
N -1.525 -1.714 -0.112
N -1.611 2.154 2.690
N -0.436 1.742 -0.568
N -2.179 -0.025 -6.202
C 0.158 4.129 -0.992
C 4.471 -2.842 1.415
C -2.220 0.826 2.793
C 1.902 0.960 2.373
C 1.503 1.437 0.966
C -0.026 1.568 0.839
H 1.158 -1.439 -1.949
H -4.731 -0.321 -3.175
H -0.496 -0.500 -4.158
H -4.212 -1.113 -0.899
H 3.147 -3.334 3.725
H 2.536 -2.136 -0.338
H 4.791 0.032 3.755
H 3.161 0.070 4.438
H -4.593 1.137 -4.638
H -4.037 1.514 -6.230
H -2.012 -1.946 0.759
H -1.933 2.866 3.327
H -0.798 0.909 -1.009
H -1.351 -0.600 -6.071
H -2.464 0.213 -7.144
H 1.089 3.999 -0.449
H -0.565 4.649 -0.369
H 0.348 4.717 -1.887
H 4.836 -3.836 1.692
H 4.708 -2.667 0.362
H 5.000 -2.096 2.015
H -3.061 0.853 3.488
H -2.584 0.495 1.818
H -1.490 0.103 3.165
H 1.638 1.725 3.102
H 1.349 0.056 2.620
H 1.857 0.710 0.234
H 1.985 2.393 0.768
H -0.398 0.583 1.108
*
```

Results
- HOMO energy: -0.2298 Ha
- Kohn-Sham gap: 0.191 Eh
- LUMO: -1.05 eV

These are the Mulliken partial charges, in e, on atoms 1 to 4: -0.693, -0.707, -0.693, -0.992

=====

Repeat the first record exactly.
# C24H29BrN6O4

A cluster of 2 separate species, C24H29BrN6O4 in total at a distorted geometry (ωB97M-V with the def2-TZVPD basis set, the OMol25 dataset).

The geometry in ORCA input format:
```
! wB97M-V def2-TZVPD RIJCOSX def2/J DEFGRID3
* xyz 0 1
O -0.845 2.656 -2.536
O 4.201 0.807 1.626
O -0.239 3.709 1.949
O -1.011 -2.387 2.433
Br 0.487 -3.295 4.960
C -0.408 2.786 -1.400
C 3.390 0.661 2.524
C -0.647 2.558 1.854
C 0.164 -1.469 -1.519
C -0.152 -1.835 -0.231
C -2.958 0.151 -5.203
C -3.695 -0.522 -2.919
C -1.334 -0.647 -3.485
C -3.417 -0.977 -1.626
C 2.477 -3.031 2.927
C 2.117 -2.359 0.638
C 0.235 -2.531 2.159
C 1.111 -2.921 3.185
C -2.661 -0.348 -3.867
C 0.734 -2.250 0.864
C -1.071 -1.107 -2.196
C -2.102 -1.265 -1.283
C 2.988 -2.745 1.660
N 3.813 0.244 3.696
N -4.091 0.844 -5.473
N -1.525 -1.714 -0.112
N -1.611 2.154 2.690
N -0.436 1.742 -0.568
N -2.179 -0.025 -6.202
C 0.158 4.129 -0.992
C 4.471 -2.842 1.415
C -2.220 0.826 2.793
C 1.902 0.960 2.373
C 1.503 1.437 0.966
C -0.026 1.568 0.839
H 1.158 -1.439 -1.949
H -4.731 -0.321 -3.175
H -0.496 -0.500 -4.158
H -4.212 -1.113 -0.899
H 3.147 -3.334 3.725
H 2.536 -2.136 -0.338
H 4.791 0.032 3.755
H 3.161 0.070 4.438
H -4.593 1.137 -4.638
H -4.037 1.514 -6.230
H -2.012 -1.946 0.759
H -1.933 2.866 3.327
H -0.798 0.909 -1.009
H -1.351 -0.600 -6.071
H -2.464 0.213 -7.144
H 1.089 3.999 -0.449
H -0.565 4.649 -0.369
H 0.348 4.717 -1.887
H 4.836 -3.836 1.692
H 4.708 -2.667 0.362
H 5.000 -2.096 2.015
H -3.061 0.853 3.488
H -2.584 0.495 1.818
H -1.490 0.103 3.165
H 1.638 1.725 3.102
H 1.349 0.056 2.620
H 1.857 0.710 0.234
H 1.985 2.393 0.768
H -0.398 0.583 1.108
*
```

Results
- HOMO energy: -0.2298 Ha
- Kohn-Sham gap: 0.191 Eh
- LUMO: -1.05 eV

These are the Mulliken partial charges, in e, on atoms 1 to 4: -0.693, -0.707, -0.693, -0.992

=====

> Which formula does entry 1 have?

C24H29BrN6O4

=====

What did the second record say?
# C3H14O4

A cluster of 4 separate species, C3H14O4 in total at a distorted geometry (ωB97M-V with the def2-TZVPD basis set, the OMol25 dataset).

The geometry in ORCA input format:
```
! wB97M-V def2-TZVPD RIJCOSX def2/J DEFGRID3
* xyz 0 1
C -0.659 -0.057 1.454
C -0.319 1.357 1.037
C 1.128 1.700 0.710
O -1.150 1.837 -0.015
H -1.565 -0.191 2.035
H -0.655 -0.692 0.553
H 0.156 -0.587 1.963
H -0.462 1.929 1.975
H 1.612 1.031 -0.010
H 1.230 2.713 0.346
H 1.680 1.547 1.639
H -2.013 1.898 0.359
O -0.469 -4.234 0.280
H -1.053 -4.554 -0.397
H -0.525 -4.897 0.980
O 0.554 2.027 -2.488
H -0.194 2.365 -2.000
H 1.168 1.724 -1.834
O 0.629 -1.288 -2.153
H 1.154 -2.049 -1.974
H -0.246 -1.577 -2.459
*
```

Results
- Structure (SMILES): CC(C)O.O.O.O
- HOMO energy: -0.3766 Ha
- Kohn-Sham gap: 0.396 Eh
- LUMO: 0.52 eV

These are the Mulliken partial charges, in e, on atoms 1 to 4: -1.362, 0.924, -1.541, -0.510